Entry 1:
A structure of composition C34H44GaN6P2SSi2. Source: the OMol25 dataset; level of theory: ωB97M-V/def2-TZVPD.

Geometry as XYZ:
```
90
Properties=species:S:1:pos:R:3:lowdin_charge:R:1
Ga 1.45 -0.21 0.29 0.15
C -0.13 -1.87 -4.26 -0.17
Si 0.41 -2.07 -2.50 0.34
C 2.12 -2.85 -2.52 -0.16
C -0.81 -3.31 -1.78 -0.18
N 0.47 -0.68 -1.45 -0.25
P 0.20 0.93 -1.66 0.71
C 0.60 1.62 -0.15 -0.42
P -0.46 1.28 1.17 0.73
N 0.20 -0.08 1.86 -0.27
Si 0.23 -0.40 3.58 0.34
C 1.33 0.76 4.52 -0.16
C -1.47 -0.42 4.31 -0.16
C 0.94 -2.13 3.85 -0.18
C -0.44 2.67 2.33 -0.30
C 0.73 3.44 2.40 -0.09
C 0.85 4.45 3.35 -0.07
C -0.20 4.70 4.22 -0.07
C -1.37 3.96 4.15 -0.07
C -1.49 2.95 3.20 -0.10
C -2.20 0.98 0.82 -0.30
C -3.03 2.04 0.42 -0.08
C -4.36 1.79 0.10 -0.07
C -4.87 0.50 0.18 -0.07
C -4.05 -0.55 0.56 -0.07
C -2.72 -0.31 0.87 -0.09
C 1.37 1.63 -2.87 -0.29
C 1.30 1.27 -4.22 -0.08
C 2.21 1.78 -5.13 -0.07
C 3.20 2.65 -4.71 -0.08
C 3.27 3.03 -3.38 -0.07
C 2.36 2.53 -2.46 -0.08
C -1.41 1.32 -2.38 -0.30
C -1.64 2.65 -2.76 -0.07
C -2.84 3.01 -3.35 -0.06
C -3.82 2.04 -3.57 -0.07
C -3.60 0.73 -3.19 -0.07
C -2.40 0.37 -2.59 -0.10
H -0.53 -2.83 -4.59 0.05
H 0.71 -1.61 -4.92 0.03
H -0.92 -1.12 -4.40 0.02
H 2.09 -3.95 -2.56 0.04
H 2.72 -2.54 -1.65 0.00
H 2.67 -2.51 -3.40 0.04
H -0.63 -4.30 -2.21 0.04
H -1.83 -3.02 -2.05 0.03
H -0.81 -3.42 -0.69 0.01
H 0.81 1.68 4.79 0.03
H 2.21 1.04 3.92 0.04
H 1.68 0.28 5.44 0.04
H -1.87 0.59 4.45 0.02
H -1.42 -0.89 5.31 0.05
H -2.18 -0.98 3.70 0.03
H 1.95 -2.24 3.45 0.02
H 0.29 -2.93 3.48 0.03
H 1.02 -2.29 4.94 0.05
H 1.53 3.24 1.70 0.10
H 1.75 5.04 3.40 0.11
H -0.11 5.50 4.96 0.11
H -2.20 4.18 4.82 0.11
H -2.41 2.38 3.14 0.10
H -2.63 3.04 0.36 0.12
H -5.00 2.61 -0.21 0.11
H -5.91 0.32 -0.06 0.11
H -4.45 -1.56 0.62 0.11
H -2.07 -1.12 1.17 0.09
H 0.50 0.62 -4.56 0.08
H 2.14 1.49 -6.18 0.11
H 3.91 3.05 -5.43 0.11
H 4.03 3.74 -3.05 0.11
H 2.39 2.83 -1.42 0.09
H -0.87 3.40 -2.60 0.12
H -3.01 4.04 -3.65 0.11
H -4.75 2.32 -4.05 0.11
H -4.37 -0.02 -3.34 0.11
H -2.24 -0.65 -2.25 0.09
C 2.05 -5.66 1.35 0.02
C 2.98 -4.50 1.34 -0.30
N 4.24 -4.51 1.58 0.17
N 4.63 -3.19 1.42 0.07
C 3.64 -2.38 1.09 -0.70
S 3.71 -0.70 0.81 0.82
N 2.58 -3.20 1.03 -0.08
N 1.33 -2.72 0.70 0.11
H 2.60 -6.54 1.67 0.10
H 1.65 -5.84 0.35 0.09
H 1.22 -5.48 2.03 0.09
H 5.59 -2.93 1.57 0.17
H 0.94 -3.25 -0.07 0.06
H 0.72 -2.73 1.51 0.07
```

Molar mass   756.7 g mol⁻¹
Net charge   +1
Energy above the lowest of the compared OMol25 structures with the same formula, charge and spin   3.7 kcal/mol
Electronic energy   -142456.8340 eV
Highest occupied orbital energy   -10.248 eV



Entry 2:
A structure of composition C27H28N7PbS2. Source: the OMol25 dataset; level of theory: ωB97M-V/def2-TZVPD.

Geometry as XYZ:
```
65
Properties=species:S:1:pos:R:3:nbo_charge:R:1
Pb -0.43 -1.19 -1.19 1.28
C 2.02 -5.39 -1.01 -0.26
C 1.00 -4.44 -1.18 0.07
N 1.02 -3.26 -0.61 -0.52
C 2.09 -2.89 0.16 0.21
C 3.19 -3.76 0.32 -0.09
C 3.11 -5.03 -0.28 -0.11
C 4.32 -3.32 1.06 -0.21
C 4.31 -2.07 1.57 -0.17
C 3.20 -1.21 1.43 -0.26
C 2.05 -1.59 0.79 0.15
N 0.84 -0.90 0.68 -0.77
C 0.35 0.01 1.59 0.16
C 1.03 0.81 2.49 -0.28
C 0.36 1.63 3.43 -0.18
C -0.99 1.70 3.49 -0.22
C -1.75 0.94 2.57 -0.09
C -3.16 0.94 2.56 -0.10
C -3.85 0.20 1.66 -0.25
C -3.12 -0.54 0.71 0.09
N -1.81 -0.56 0.69 -0.54
C -1.09 0.13 1.62 0.22
H 1.94 -6.36 -1.48 0.23
H 0.14 -4.67 -1.80 0.20
H 3.94 -5.72 -0.15 0.23
H 5.16 -3.99 1.18 0.22
H 5.18 -1.71 2.11 0.22
H 3.30 -0.22 1.85 0.21
H 2.10 0.82 2.51 0.21
H 0.97 2.21 4.11 0.22
H -1.49 2.32 4.22 0.22
H -3.68 1.55 3.29 0.23
H -4.93 0.17 1.64 0.23
H -3.63 -1.12 -0.05 0.21
C -3.66 -4.03 -3.78 -0.68
C -3.21 -2.90 -2.90 -0.11
S -2.44 -3.25 -1.51 0.12
C -3.45 -1.51 -3.39 -0.16
C -4.16 -1.32 -4.72 -0.68
S -2.91 -0.20 -2.60 0.19
H -3.35 -4.99 -3.36 0.25
H -3.25 -3.93 -4.79 0.24
H -4.75 -4.02 -3.87 0.25
H -4.52 -2.23 -5.16 0.23
H -3.48 -0.83 -5.42 0.26
H -5.00 -0.65 -4.58 0.26
C 0.73 5.07 1.84 -0.62
C 1.81 4.96 0.77 -0.23
C 2.79 3.84 1.10 -0.62
C 1.22 4.80 -0.63 -0.21
N 0.42 3.58 -0.78 -0.17
C 0.78 2.34 -1.12 0.18
N -0.27 1.56 -1.00 -0.37
N -1.29 2.35 -0.61 -0.07
N -0.89 3.56 -0.47 -0.03
H 1.17 5.34 2.80 0.22
H 0.20 4.12 1.98 0.22
H -0.02 5.83 1.59 0.22
H 2.36 5.90 0.73 0.22
H 2.27 2.88 1.19 0.21
H 3.28 4.03 2.05 0.23
H 3.57 3.74 0.33 0.21
H 2.01 4.74 -1.38 0.22
H 0.56 5.62 -0.88 0.24
H 1.78 2.05 -1.40 0.23
```

Molar mass   721.9 g mol⁻¹
Net charge   +1
Energy above the lowest of the compared OMol25 structures with the same formula, charge and spin   15.1 kcal/mol
Electronic energy   -65796.9285 eV
Highest occupied orbital energy   -9.550 eV



Entry 3:
A structure of composition C5H11NO. Source: the OMol25 dataset; level of theory: ωB97M-V/def2-TZVPD.

Geometry as XYZ:
```
18
Properties=species:S:1:pos:R:3:nbo_charge:R:1
C 0.86 -1.18 -1.99 -0.61
C 0.41 -1.55 -0.58 -0.41
C 1.07 -0.70 0.50 -0.24
N 0.79 0.73 0.35 -0.62
C -0.31 1.30 0.86 0.37
O -1.15 0.47 1.42 -0.64
C -2.01 2.03 1.34 -0.30
H 0.39 -1.82 -2.75 0.21
H 0.58 -0.14 -2.22 0.21
H 1.95 -1.27 -2.10 0.20
H -0.68 -1.43 -0.49 0.21
H 0.63 -2.61 -0.38 0.20
H 0.70 -1.00 1.49 0.22
H 2.15 -0.84 0.49 0.19
H 1.46 1.31 -0.12 0.40
H -2.88 1.59 0.84 0.20
H -1.82 3.02 0.92 0.19
H -2.14 2.10 2.41 0.21
```

Molar mass   101.1 g mol⁻¹
Net charge   0
Energy above the lowest of the compared OMol25 structures with the same formula, charge and spin   112.6 kcal/mol
Electronic energy   -8896.8144 eV
Highest occupied orbital energy   -7.503 eV



Entry 4:
A structure of composition C5H6O2 in a non-equilibrium geometry. Source: the OMol25 dataset; level of theory: ωB97M-V/def2-TZVPD.

Geometry as XYZ:
```
13
Properties=species:S:1:pos:R:3:nbo_charge:R:1
C -1.86 -0.26 -0.09 -0.67
C -0.32 0.19 0.01 -0.07
C 0.36 1.39 0.01 0.10
C 2.03 -0.14 -0.17 0.79
C 0.73 -0.86 0.03 -0.58
H -2.41 -1.09 -0.58 0.25
H -2.27 -0.11 1.20 0.22
H -2.50 0.64 -0.67 0.23
H -0.09 2.45 0.04 0.22
H 0.40 -1.58 -0.66 0.25
H 1.04 -1.42 0.94 0.26
O 1.75 1.21 -0.04 -0.49
O 3.13 -0.42 -0.03 -0.52
```

Molar mass   98.1 g mol⁻¹
Net charge   0
Energy above the lowest of the compared OMol25 structures with the same formula, charge and spin   66.2 kcal/mol
Electronic energy   -9374.2254 eV
Highest occupied orbital energy   -8.943 eV